1.
# C49H42MoN3O3PS

A molecular structure, C49H42MoN3O3PS (ωB97M-V/def2-TZVPD, the OMol25 dataset).

XYZ file:
```
100
Properties=species:S:1:pos:R:3:mulliken_charge:R:1
Mo 0.46 -0.04 -0.25 -0.252
S -2.90 -0.48 -1.03 -0.175
P 2.72 0.85 0.43 4.112
O -0.83 2.47 -0.92 -0.687
O -1.39 -0.78 -0.99 -0.248
O -0.38 0.65 1.35 1.257
N 0.81 0.22 -2.49 0.987
N 0.30 -1.93 1.18 1.280
N 1.63 -1.79 -1.07 0.889
C 3.17 -2.59 -2.70 -0.939
C -6.00 -1.75 -1.08 -0.278
C 1.04 4.47 -0.21 -0.512
C 0.48 1.33 -4.59 -1.079
C 3.00 -0.34 4.32 -1.102
C 5.86 -0.87 -1.53 -0.993
C -6.88 1.76 0.96 -0.778
C 1.88 -2.88 -0.31 0.391
C 1.76 -0.55 -3.07 0.533
C -0.64 -3.08 3.04 -1.338
C 2.50 2.64 0.40 -0.487
C -0.53 -1.97 2.22 -0.503
C 4.87 -0.60 -0.59 -0.567
C -7.33 -1.68 -0.70 -0.713
C 4.73 0.60 2.36 -0.379
C 0.15 -4.19 2.76 -0.922
C 1.06 -3.00 0.90 0.388
C 0.27 2.11 -0.54 0.979
C 3.45 3.55 0.86 -0.819
C 4.34 -0.14 4.61 -0.745
C 3.39 0.41 2.06 0.281
C -5.39 -2.27 1.19 -0.285
C 2.52 -0.06 3.04 -0.294
C 3.47 -3.67 -1.90 -1.348
C -3.58 -2.09 -0.53 -0.846
C -3.33 0.56 0.39 -0.571
C 0.16 1.10 -3.26 -0.550
C 1.30 3.10 -0.12 -0.106
C -6.72 -2.21 1.56 -0.754
C 4.05 0.52 -0.75 0.264
C -5.66 1.12 1.14 -0.174
C 4.22 1.35 -1.86 -0.538
C -4.89 2.01 -0.96 -0.336
C -7.69 -1.91 0.62 -0.487
C 6.02 -0.04 -2.63 -0.686
C 2.16 -0.35 -4.39 -0.777
C 2.24 -1.67 -2.26 0.612
C 2.00 5.37 0.24 -0.775
C 5.20 1.07 -2.80 -0.790
C 2.81 -3.83 -0.69 -0.920
C 1.52 0.61 -5.15 -0.883
C -4.66 1.24 0.18 0.567
C -0.39 1.75 2.23 -1.464
C -5.02 -2.04 -0.13 0.567
C 1.01 -4.15 1.68 -0.788
C 3.20 4.91 0.77 -0.731
C 5.21 0.33 3.64 -0.975
C -6.11 2.65 -1.14 -0.834
C -7.11 2.52 -0.18 -0.509
H 1.62 -5.01 1.44 0.463
H 5.33 1.72 -3.65 0.507
H -1.33 -3.08 3.87 0.620
H -0.63 1.65 -2.79 0.702
H 0.10 4.81 -0.61 0.539
H 0.09 -5.08 3.38 0.478
H 3.59 2.23 -1.98 0.439
H 1.82 0.78 -6.18 0.502
H -2.51 1.27 0.43 0.191
H 3.02 -4.68 -0.06 0.497
H 3.65 -2.47 -3.66 0.485
H -7.00 -2.41 2.59 0.410
H 3.93 5.61 1.13 0.458
H 4.71 -0.36 5.61 0.425
H 4.21 -4.40 -2.22 0.497
H -6.28 3.25 -2.02 0.430
H -2.93 -2.42 0.29 0.125
H 6.25 0.48 3.87 0.453
H -8.09 -1.45 -1.44 0.438
H 6.80 -0.24 -3.35 0.456
H -8.73 -1.87 0.91 0.441
H 0.62 2.12 2.44 0.304
H -1.09 -1.07 2.39 0.447
H -4.63 -2.51 1.92 0.423
H 6.51 -1.72 -1.39 0.502
H 4.76 -1.25 0.27 0.653
H -0.98 2.58 1.82 0.295
H -8.06 3.02 -0.31 0.430
H -3.33 -0.05 1.30 0.353
H 1.81 6.43 0.17 0.462
H 5.42 0.96 1.60 0.503
H 2.94 -0.95 -4.82 0.472
H -5.49 0.52 2.02 0.427
H 4.39 3.20 1.29 0.455
H -5.73 -1.58 -2.11 0.421
H -0.08 2.05 -5.15 0.496
H -4.12 2.13 -1.71 0.460
H 2.32 -0.70 5.08 0.494
H -3.40 -2.73 -1.39 0.613
H 1.47 -0.20 2.81 0.178
H -7.65 1.67 1.72 0.442
H -0.84 1.45 3.18 0.442
```

Output
Kohn-Sham gap (spin up / spin down), eV: 7.203 / 6.674
2S+1: 3
E_HOMO (spin up / spin down), eV: -12.9 / -12.9
Total charge: +2


2.
# C49H43AsGaGeN3O3

A molecular structure, C49H43AsGaGeN3O3 (ωB97M-V/def2-TZVPD, the OMol25 dataset).

XYZ file:
```
101
Properties=species:S:1:pos:R:3:mulliken_charge:R:1
As -3.45 -0.36 0.07 1.684
Ge 0.23 5.86 -0.27 1.644
Ga -0.22 0.44 0.26 -0.676
O -1.76 -0.55 0.22 -0.207
O -0.29 2.35 0.05 0.613
O -0.40 1.08 -1.70 -0.716
N 2.27 -0.26 2.22 -0.039
N 0.02 0.43 2.26 0.368
N 1.60 -0.27 -0.06 0.391
C -0.92 7.14 -1.18 -0.265
C -6.11 -1.72 2.94 -0.811
C -0.83 6.74 2.14 -0.727
C 2.50 6.69 1.39 -0.299
C 0.05 0.41 5.02 -0.790
C -4.53 3.48 1.25 -0.817
C 3.23 -0.70 -1.77 -1.015
C 1.12 0.07 2.92 0.810
C -2.96 -1.64 -2.41 -0.063
C -4.26 2.12 1.28 -0.396
C -0.50 3.49 -2.07 0.101
C -1.10 0.83 4.34 -1.158
C 3.90 -0.55 0.52 -0.912
C -3.99 -2.77 3.39 -0.869
C -3.78 2.19 -1.11 -0.805
C -3.88 1.48 0.10 0.626
C -3.35 -2.19 -3.63 -0.862
C -5.66 -1.65 -3.15 -0.802
C -1.07 0.82 2.98 -0.254
C -5.33 -2.58 3.70 -0.495
C 1.99 6.59 0.09 -0.032
C -4.69 -2.19 -3.99 -0.545
C -1.48 6.77 3.37 -0.842
C -5.55 -1.04 1.87 -0.305
C 0.59 4.52 -1.67 -1.567
C -3.94 -1.11 -1.58 0.228
C -5.28 -1.10 -1.94 -0.330
C 1.16 0.03 4.31 -0.684
C 2.56 -0.35 0.87 0.943
C 1.95 -0.46 -1.37 -0.119
C -2.27 6.84 -1.35 0.094
C -0.68 5.55 1.42 -0.799
C 4.56 7.61 0.54 -0.485
C -4.21 -1.24 1.57 0.451
C -2.62 8.90 -2.54 -0.618
C -4.06 3.54 -1.12 -0.621
C -3.42 -2.10 2.32 -0.377
C -0.43 8.35 -1.69 -0.301
C 4.23 -0.73 -0.80 -0.329
C 4.07 7.51 -0.75 -0.837
C 3.78 7.20 1.61 -0.684
C -1.87 4.41 3.19 -0.430
C -3.12 7.71 -2.03 -0.467
C -2.00 5.60 3.90 -0.846
C -1.21 4.38 1.97 1.504
C 2.80 7.00 -0.98 -0.173
C -1.28 9.22 -2.37 -0.695
C -4.43 4.19 0.06 -0.560
C -0.41 2.27 -1.24 0.558
H -2.61 -2.61 -4.29 0.437
H -6.17 -0.37 1.28 0.383
H -4.35 1.56 2.20 0.488
H 2.06 -0.29 4.81 0.503
H 0.07 0.39 6.10 0.472
H 1.54 4.01 -1.47 0.589
H 3.45 -0.85 -2.82 0.473
H -3.28 9.58 -3.07 0.399
H -0.45 7.68 1.73 0.529
H 3.07 -0.43 2.81 0.212
H -0.90 10.16 -2.75 0.435
H 0.61 8.62 -1.56 0.458
H -6.04 -0.67 -1.29 0.345
H -3.51 1.68 -2.02 0.472
H -1.49 3.93 -1.94 -0.285
H -1.13 3.44 1.43 0.125
H -1.58 7.71 3.90 0.435
H 4.65 -0.58 1.30 0.470
H 4.68 7.84 -1.59 0.412
H -4.64 5.25 0.05 0.443
H -5.77 -3.11 4.53 0.431
H 1.90 6.39 2.23 0.308
H -4.17 7.46 -2.15 0.444
H -7.16 -1.58 3.18 0.433
H -1.92 1.15 2.40 0.458
H -2.68 5.93 -0.92 -0.015
H -1.92 -1.63 -2.12 0.387
H 2.43 6.94 -2.00 0.367
H -4.83 3.99 2.16 0.458
H -2.51 5.61 4.86 0.410
H 5.27 -0.89 -1.07 0.452
H 5.55 8.01 0.72 0.399
H -1.99 1.15 4.86 0.604
H 1.15 -0.41 -2.08 0.611
H -2.38 -2.26 2.06 0.442
H -4.99 -2.62 -4.94 0.407
H -0.41 3.17 -3.11 0.416
H -6.70 -1.66 -3.44 0.431
H -3.39 -3.46 3.98 0.447
H 0.76 5.18 -2.53 0.619
H -4.00 4.10 -2.04 0.529
H 4.16 7.28 2.62 0.411
H -2.28 3.49 3.60 0.366
```

Output
Kohn-Sham gap, eV: 7.080
E_HOMO, eV: -12.6
Total charge: +2
Energy above the lowest of the compared OMol25 structures with the same formula, charge and spin, kJ/mol: 27.44


What is the total charge in the second record?
+2


What is the formula in the second record?
C49H43AsGaGeN3O3